1.
Below is the ion C2H5N4 with charge +1 in a non-equilibrium geometry, with properties calculated with the ωB97M-V functional and the def2-TZVPD basis.

Last column: Löwdin charge in e.
Cartesian coordinates (Å):
H 1.80411 -0.33288 1.53249  0.16
N 1.12310 -1.16279 1.28863  0.20
C 0.08445 -1.10082 0.65431  -0.44
N -0.82274 -2.01039 0.35456  0.17
N -0.42577 0.16015 -0.30487  0.28
C -0.03669 1.18640 -0.66542  -0.16
N 0.13728 2.30532 -1.22071  0.22
H -1.76869 -1.87012 0.10490  0.12
H -0.53785 -2.82816 0.81594  0.12
H -0.62875 3.00280 -1.40287  0.19
H 1.07155 2.65049 -1.15696  0.14

Values from the calculation:
E_tot: -8106.549 eV
Energy above the lowest of the compared OMol25 structures with the same formula, charge and spin: 113.6 kJ/mol
E_HOMO: -0.5349 Eh
Net charge: +1
Orbital gap: 9.653 eV

2.
Below is a cluster of 2 separate species, C2H5N4S in total in a non-equilibrium geometry, with properties calculated with the ωB97M-V functional and the def2-TZVPD basis.

Last column: Löwdin charge in e.
Cartesian coordinates (Å):
C 1.19612 -2.11060 1.68298  -0.75
C -0.27199 0.43018 -0.45521  -0.60
N 2.15223 -1.50264 2.02435  0.19
N -1.09605 1.17040 -1.19982  0.22
N -0.05507 -0.76082 -0.85256  0.19
N 0.29343 1.06095 0.55532  0.20
S -0.05636 -2.94539 1.10181  1.02
H -1.61074 0.80864 -1.93334  0.11
H -0.85343 2.10871 -1.26198  0.11
H -0.72067 -0.92573 -1.55760  0.06
H 0.21150 2.11027 0.64114  0.17
H 0.81103 0.55605 1.25491  0.09

Values from the calculation:
E_tot: -18939.748 eV
Energy above the lowest of the compared OMol25 structures with the same formula, charge and spin: 397.6 kJ/mol
E_HOMO (alpha / beta): -0.5264 / -0.5301 Eh
Net charge: +1
Orbital gap (alpha / beta): 5.320 / 5.396 eV